(1)
The following is a DFT calculation (ωB97M-V/def2-TZVPD) of a 12-piece molecular cluster, H24O12 overall at a distorted geometry.

Each line ends with the Mulliken charge.
Geometry (Å):
H: -0.63 -0.08 -0.08  0.287
H: 0.76 -0.16 0.47  0.342
H: 2.46 1.79 -1.35  0.261
H: 1.71 2.12 -0.08  0.270
H: 1.01 -4.15 -2.08  0.304
H: 1.81 -2.93 -1.56  0.298
H: -1.41 -1.95 0.39  0.293
H: -0.87 -3.43 0.29  0.271
H: -2.69 1.13 -1.83  0.303
H: -1.46 0.40 -1.39  0.244
H: 6.20 -0.43 1.57  0.328
H: 4.92 0.38 1.68  0.321
H: -1.73 -0.86 3.79  0.280
H: -0.89 -1.02 5.05  0.307
H: 0.43 4.24 0.89  0.303
H: -0.49 4.38 2.10  0.317
H: -2.25 3.26 -1.69  0.343
H: -3.01 3.08 -0.30  0.296
H: -3.62 -1.35 -2.75  0.303
H: -2.66 -2.29 -3.44  0.293
H: -3.16 -1.96 2.49  0.271
H: -4.17 -1.40 1.49  0.315
H: 4.98 -0.03 -1.07  0.313
H: 4.61 1.07 -2.01  0.307
O: -0.04 0.45 0.50  -0.557
O: 1.62 2.29 -1.00  -0.553
O: 1.57 -3.85 -1.39  -0.612
O: -0.66 -2.47 0.46  -0.534
O: -1.92 0.67 -2.26  -0.635
O: 5.27 -0.57 1.68  -0.655
O: -0.93 -0.64 4.14  -0.580
O: -0.41 4.62 1.15  -0.617
O: -3.07 3.48 -1.17  -0.641
O: -2.93 -2.02 -2.57  -0.586
O: -3.57 -2.12 1.72  -0.597
O: 5.22 0.36 -1.86  -0.602

---

(2)
The following is a DFT calculation (ωB97M-V/def2-TZVPD) of a 12-piece molecular cluster, H24O12 overall at a distorted geometry.

Each line ends with the Mulliken charge.
Geometry (Å):
O: 1.18 -3.52 0.48  -0.721
H: 1.47 -3.85 -0.40  0.337
H: 1.99 -2.85 0.42  0.324
O: 1.22 -1.09 1.64  -0.723
H: 1.11 -0.93 0.71  0.460
H: 0.89 -2.12 2.06  0.383
O: -2.44 0.36 -3.29  -0.656
H: -3.02 -0.30 -3.71  0.335
H: -1.79 0.39 -4.00  0.307
O: -1.11 -2.09 3.13  -0.607
H: -1.44 -2.64 3.91  0.306
H: -0.36 -1.58 3.38  0.325
O: 0.94 -0.02 -0.52  -0.719
H: 0.93 0.98 -0.16  0.330
H: -0.07 -0.10 -0.62  0.320
O: 0.52 -1.23 -4.14  -0.553
H: -0.19 -0.88 -3.61  0.239
H: 0.52 -1.97 -3.52  0.329
O: 2.21 3.58 0.84  -0.579
H: 2.59 2.98 1.43  0.290
H: 1.50 4.03 1.09  0.288
O: -1.23 -2.90 -0.59  -0.576
H: -0.25 -3.04 -0.57  0.298
H: -1.26 -2.05 -1.11  0.271
O: 1.71 0.95 3.46  -0.624
H: 2.57 1.56 3.31  0.279
H: 1.90 0.13 2.97  0.365
O: -1.23 4.05 0.75  -0.583
H: -0.32 3.55 0.83  0.270
H: -1.35 4.07 -0.11  0.300
O: 1.49 2.43 -2.98  -0.587
H: 1.92 2.14 -2.20  0.273
H: 0.94 3.07 -2.51  0.303
O: -3.69 0.03 1.09  -0.620
H: -3.46 -0.91 0.82  0.307
H: -4.40 -0.22 1.72  0.307

---

(3)
The following is a DFT calculation (ωB97M-V/def2-TZVPD) of a 12-piece molecular cluster, H24O12 overall at a distorted geometry.

Each line ends with the Mulliken charge.
Geometry (Å):
O: 1.93 2.05 0.84  -0.584
H: 1.78 2.16 1.80  0.261
H: 2.18 1.12 0.87  0.370
O: 1.93 -0.68 1.76  -0.684
H: 2.52 -0.93 1.02  0.360
H: 1.20 -1.26 1.69  0.226
O: -0.68 -2.26 -1.85  -0.619
H: -1.04 -1.41 -1.64  0.310
H: -1.30 -2.72 -2.41  0.279
O: 0.88 -3.03 0.00  -0.670
H: 0.27 -2.71 -0.70  0.466
H: 0.41 -2.96 0.79  0.239
O: -0.64 1.39 2.30  -0.498
H: 0.26 1.46 2.54  0.175
H: -0.86 2.29 2.03  0.313
O: -2.41 0.21 -3.12  -0.640
H: -1.80 0.84 -2.68  0.390
H: -3.19 0.67 -3.38  0.286
O: -2.79 -0.26 3.61  -0.638
H: -3.26 0.37 3.04  0.334
H: -2.04 -0.44 3.02  0.346
O: 2.04 2.05 -2.70  -0.761
H: 2.03 1.29 -2.13  0.462
H: 2.31 2.90 -2.22  0.341
O: -0.39 -0.01 -0.25  -0.367
H: -0.36 0.13 0.68  0.195
H: -0.45 0.81 -0.74  0.341
O: -0.67 2.09 -2.11  -0.783
H: 0.24 2.00 -2.41  0.440
H: -0.61 2.86 -1.56  0.258
O: 2.03 -0.36 -1.32  -0.811
H: 2.10 -0.77 -2.17  0.315
H: 1.16 -0.46 -0.87  0.423
O: -0.67 -1.94 2.52  -0.661
H: -0.78 -1.90 3.48  0.293
H: -1.35 -2.57 2.27  0.291

---

(4)
The following is a DFT calculation (ωB97M-V/def2-TZVPD) of a 12-piece molecular cluster, H24O12 overall.

Each line ends with the Mulliken charge.
Geometry (Å):
O: -0.53 -0.37 0.20  -0.589
H: 0.25 -0.93 0.21  0.293
H: -0.98 -0.61 -0.61  0.300
O: 5.20 -0.57 -0.69  -0.633
H: 4.34 -0.35 -1.05  0.312
H: 5.15 -0.31 0.23  0.314
O: -2.01 2.41 2.63  -0.626
H: -2.78 1.91 2.89  0.305
H: -1.48 1.79 2.12  0.310
O: -2.64 0.57 -3.32  -0.600
H: -2.46 1.21 -4.01  0.304
H: -2.12 -0.19 -3.56  0.303
O: -0.94 -3.29 3.84  -0.613
H: -1.90 -3.24 3.88  0.308
H: -0.72 -4.00 4.44  0.311
O: 2.01 3.25 1.84  -0.624
H: 2.32 2.97 0.98  0.306
H: 1.98 2.45 2.37  0.307
O: -5.45 0.89 -0.39  -0.620
H: -6.39 0.95 -0.55  0.310
H: -5.05 1.11 -1.24  0.304
O: -0.12 -2.66 -3.06  -0.615
H: -0.09 -3.32 -3.75  0.297
H: 0.39 -3.04 -2.35  0.318
O: 2.97 -0.54 3.28  -0.602
H: 2.29 -1.09 3.66  0.306
H: 3.79 -1.00 3.47  0.303
O: -1.79 4.33 -1.18  -0.606
H: -1.90 3.46 -1.55  0.295
H: -1.96 4.92 -1.92  0.307
O: 2.07 2.02 -2.54  -0.584
H: 1.14 2.21 -2.64  0.288
H: 2.27 1.43 -3.26  0.305
O: 1.72 -3.82 0.31  -0.611
H: 2.33 -4.56 0.36  0.295
H: 1.08 -4.00 0.99  0.322

---

(5)
The following is a DFT calculation (ωB97M-V/def2-TZVPD) of a 12-piece molecular cluster, H24O12 overall.

Each line ends with the Mulliken charge.
Geometry (Å):
O: 0.62 -2.49 1.53  -0.666
H: 0.57 -1.78 0.87  0.438
H: 1.48 -2.89 1.40  0.307
O: 0.37 -0.29 -0.30  -0.490
H: 0.23 0.19 0.54  0.208
H: -0.42 -0.11 -0.83  0.208
O: 0.81 -0.61 -3.74  -0.730
H: 0.37 0.03 -4.31  0.306
H: 1.29 -0.07 -3.09  0.445
O: 0.30 1.76 -2.87  -0.557
H: -0.33 1.96 -2.16  0.313
H: 0.88 2.52 -2.91  0.275
O: 3.64 0.21 2.07  -0.626
H: 2.86 0.70 1.77  0.365
H: 3.44 0.00 2.99  0.294
O: 2.78 -0.35 -1.68  -0.701
H: 2.65 -1.29 -1.88  0.308
H: 2.00 -0.12 -1.12  0.401
O: -1.55 2.68 -0.81  -0.652
H: -2.21 3.38 -0.79  0.297
H: -1.74 2.12 -0.04  0.340
O: -0.33 -1.09 3.93  -0.632
H: 0.15 -1.79 4.39  0.277
H: -0.23 -1.30 3.00  0.361
O: 0.96 1.37 2.07  -0.572
H: -0.02 1.44 2.11  0.267
H: 1.27 2.27 2.23  0.279
O: -1.95 1.16 1.72  -0.608
H: -2.37 1.66 2.43  0.274
H: -2.30 0.26 1.82  0.272
O: -1.34 -1.56 -2.17  -0.726
H: -0.52 -1.29 -2.64  0.347
H: -1.05 -2.20 -1.50  0.364
O: -3.55 -1.37 -0.32  -0.652
H: -3.93 -2.09 -0.84  0.291
H: -2.84 -1.01 -0.88  0.374

---

(6)
The following is a DFT calculation (ωB97M-V/def2-TZVPD) of a 12-piece molecular cluster, H24O12 overall at a distorted geometry.

Each line ends with the Mulliken charge.
Geometry (Å):
O: 6.88 4.50 9.39  -0.726
H: 7.34 3.87 8.77  0.308
H: 5.94 4.24 9.34  0.377
O: 4.48 4.37 5.68  -0.618
H: 5.19 4.72 5.13  0.315
H: 3.84 5.08 5.54  0.300
O: 5.77 9.79 7.76  -0.719
H: 6.34 10.46 7.23  0.342
H: 6.26 9.48 8.51  0.292
O: 8.09 11.54 7.00  -0.673
H: 8.63 10.75 7.15  0.376
H: 8.30 12.01 7.82  0.314
O: 9.13 7.27 6.78  -0.722
H: 8.87 7.55 5.89  0.315
H: 9.36 6.33 6.54  0.354
O: 4.00 4.40 8.72  -0.713
H: 3.92 4.05 7.80  0.340
H: 3.89 5.39 8.62  0.389
O: 7.95 8.53 4.33  -0.674
H: 8.31 9.41 4.07  0.281
H: 6.99 8.71 4.51  0.365
O: 6.94 5.62 5.12  -0.704
H: 7.04 6.40 4.58  0.360
H: 6.75 6.09 5.95  0.400
O: 3.83 7.35 8.32  -0.692
H: 4.78 7.63 8.36  0.292
H: 3.29 8.02 8.78  0.309
O: 9.77 9.50 8.24  -0.663
H: 9.52 8.60 7.97  0.383
H: 10.74 9.49 8.37  0.291
O: 5.47 8.40 5.32  -0.622
H: 5.45 8.75 6.23  0.392
H: 4.63 7.98 5.10  0.274
O: 6.85 7.10 8.30  -0.320
H: 7.75 7.16 7.93  0.203
H: 6.94 6.38 8.85  0.279

---

Kohn-Sham gap: 10.756, 10.770, 10.433, 10.508, 10.717, 10.878 (eV)
Energy above the lowest of the compared OMol25 structures with the same formula, charge and spin: 98.8, 137.7, 27.8, 63.9, 20.1, 6.4 (kcal per mole)
LUMO: -0.26, -0.36, -0.05, -0.04, -0.20, 0.12 (eV)